(w)
Computed, not measured: a cluster of 3 separate species, C2H10N3 in total, with the ωB97M-V functional and the def2-TZVPD basis.

Results
- 2S+1: 1
- Charge: +1

Positions of all 15 atoms, in Å:
1 C 0.11937 -0.23629 -1.60107
2 C 0.53963 0.26785 -0.39460
3 N 0.06331 0.14989 0.76775
4 N 2.74096 1.56734 -0.18323
5 N -2.08182 -0.92284 1.46940
6 H 0.46708 0.28203 -2.61918
7 H -0.91806 -0.50322 -1.72344
8 H 0.60484 -1.16292 -1.88157
9 H 0.70412 0.46003 1.52879
10 H -0.86494 -0.19609 1.23710
11 H 2.26889 2.46358 -0.21910
12 H 3.22271 1.34099 -1.03119
13 H -2.78636 -0.85097 0.72493
14 H -1.66874 -1.83483 1.52130
15 H -2.41100 -0.82455 2.40409

=====

(x)
Computed, not measured: a structure of composition C2H10N3, with the ωB97M-V functional and the def2-TZVPD basis.

Results
- 2S+1: 1
- Charge: +1

Positions of all 15 atoms, in Å:
1 C -0.27708 -0.57305 0.77583
2 C -0.69547 1.63819 -0.06067
3 N 0.17427 -1.76181 -0.62032
4 N 1.41634 0.52017 -0.13221
5 N 0.11746 0.55127 0.34162
6 H -1.30601 -0.50146 1.10514
7 H 0.95097 -2.59358 -0.37817
8 H 0.16045 -1.14325 1.48400
9 H -0.66886 2.34298 0.67293
10 H -0.61864 2.03870 -1.09072
11 H -1.69273 1.16420 0.07345
12 H 0.58379 -1.64633 -1.50682
13 H -0.45871 -2.62754 -0.33675
14 H 1.89135 1.37806 -0.06760
15 H 1.91188 -0.23068 0.32245

=====

(y)
Computed, not measured: a cluster of 2 separate species, C2H10N3 in total, with the ωB97M-V functional and the def2-TZVPD basis.

Results
- 2S+1: 1
- Charge: +1

Positions of all 15 atoms, in Å:
1 C -1.64824 1.53586 0.75557
2 C 1.34523 -1.81010 -0.76595
3 N 0.58009 -2.82500 -0.42005
4 N 0.57830 0.37807 0.71132
5 N -0.14654 1.59605 0.51487
6 H -2.17434 2.38259 0.34371
7 H -2.08434 0.48872 0.57195
8 H -1.82800 1.56833 1.81967
9 H 2.37354 -1.67654 -0.32217
10 H 0.97130 -0.98187 -1.24337
11 H 0.84378 -3.54280 0.20374
12 H -0.34808 -2.84015 -0.95773
13 H 0.18599 -0.13984 1.48443
14 H 0.14503 1.68594 -0.39468
15 H 0.27796 2.47890 1.14265

=====

Which structure is the most stable? The one labeled (x).

=====

(w)
Computed, not measured: a structure of composition C2H10N3, with the ωB97M-V functional and the def2-TZVPD basis.

Results
- 2S+1: 1
- Charge: +1

Positions of all 15 atoms, in Å:
1 C -0.68438 1.34448 1.81746
2 N 0.55144 0.61910 1.43475
3 H -0.94920 1.23375 2.86760
4 H -1.54299 0.82216 1.39722
5 H -0.61268 2.38443 1.53159
6 H 1.34910 1.22528 1.60292
7 H 0.63865 -0.22032 2.00250
8 H 0.53755 0.21065 0.22270
9 N 0.60123 -1.70109 -2.31877
10 C -0.27389 -1.13916 -1.54411
11 N -0.19177 0.02850 -0.90798
12 H 0.41680 -2.54104 -2.85195
13 H 1.48168 -1.24653 -2.53415
14 H -1.05514 -1.84143 -1.17772
15 H -0.26641 0.82123 -1.54207

=====

(x)
Computed, not measured: the ion C2H10N3 with charge +1, with the ωB97M-V functional and the def2-TZVPD basis.

Results
- 2S+1: 1
- SMILES string: C[N+](C)(N)N
- Charge: +1

Positions of all 15 atoms, in Å:
1 C 0.19299 -0.14440 -1.46146
2 C -0.39061 1.23581 0.40088
3 N 1.17585 -0.44365 0.68223
4 N -1.05647 -1.14779 0.41118
5 N -0.01587 -0.17448 0.01527
6 H 0.68210 -1.07862 -1.77016
7 H -0.75269 -0.12215 -2.00248
8 H 0.82461 0.71100 -1.56814
9 H -0.72734 1.20979 1.52899
10 H 0.36658 1.95828 0.22656
11 H -1.21233 1.48186 -0.28937
12 H 1.84470 0.36907 0.71726
13 H 0.89360 -0.50791 1.70794
14 H -0.84480 -1.29774 1.37932
15 H -0.98033 -2.04906 0.02195

=====

(y)
Computed, not measured: a structure of composition C2H10N3, with the ωB97M-V functional and the def2-TZVPD basis.

Results
- 2S+1: 1
- Charge: +1

Positions of all 15 atoms, in Å:
1 C -1.33856 -1.30743 -1.53860
2 N -0.56684 0.01064 -1.75838
3 H -1.93543 -1.39806 -2.43707
4 H -0.59914 -2.00271 -1.50652
5 H -1.90727 -1.30500 -0.63570
6 H -1.26316 0.72480 -1.90896
7 H -0.10822 0.05696 -2.60253
8 H 0.24763 0.36932 -0.80396
9 N 0.39665 -0.01082 2.29017
10 C 1.16266 0.46645 1.26492
11 N 0.70777 1.07686 0.15282
12 H 0.90827 -0.67266 2.89836
13 H -0.58527 -0.38439 2.07484
14 H 2.20761 0.11810 1.29745
15 H 0.32730 2.00275 0.47390

=====

Which structure is the most stable? The one labeled (w).

=====

(w)
Computed, not measured: a cluster of 2 separate species, C2H6N2O in total, with the ωB97M-V functional and the def2-TZVPD basis.

Results
- 2S+1: 1
- SMILES string: [H]/N=C/N.C=O

Positions of all 11 atoms, in Å:
1 O 1.68426 2.15965 0.26764
2 C 1.35412 2.22751 -0.88057
3 H 0.90286 3.17876 -1.21413
4 H 1.50401 1.35918 -1.56387
5 N -0.62629 -1.25007 -0.56830
6 C -1.00104 -1.34898 0.73429
7 N -0.73319 -0.51470 1.65457
8 H -0.79624 -2.05829 -1.14181
9 H 0.13490 -0.62965 -0.77052
10 H -1.70359 -2.17714 0.91265
11 H -0.71981 -0.94629 2.57006

=====

(x)
Computed, not measured: a cluster of 2 separate species, C2H6N2O in total, with the ωB97M-V functional and the def2-TZVPD basis.

Results
- 2S+1: 1

Positions of all 11 atoms, in Å:
1 C 0.78327 -0.25745 1.07395
2 N -1.31898 -0.75128 -0.89330
3 C 0.24299 1.00772 0.46120
4 O 0.13598 0.37426 -1.68946
5 N 0.28538 1.27780 -0.81043
6 H -0.94111 -1.51701 -1.45618
7 H -2.00016 -0.29811 -1.50751
8 H 0.07656 1.86103 1.12016
9 H 1.13271 -0.96260 0.32309
10 H -0.01232 -0.73899 1.64480
11 H 1.61568 0.00462 1.73369

=====

Which structure is the most stable? The one labeled (w).

=====

(w)
Computed, not measured: a cluster of 2 separate species, CH3NO4 in total, with the ωB97M-V functional and the def2-TZVPD basis.

Results
- 2S+1: 1
- SMILES string: O=C=NO.OO

Positions of all 9 atoms, in Å:
1 N 0.78459 0.55143 -0.37253
2 C -0.19941 0.84300 0.34415
3 O -1.06744 -0.86217 -0.64636
4 O -1.07120 -1.90031 0.34571
5 O 1.81608 1.42798 -0.68593
6 O -0.88931 1.11917 1.23851
7 H -1.87319 -1.67333 0.83711
8 H 2.53544 1.24748 -0.06396
9 H -0.03556 -0.75324 -0.99670

=====

(x)
Computed, not measured: a cluster of 2 separate species, CH3NO4 in total, with the ωB97M-V functional and the def2-TZVPD basis.

Results
- 2S+1: 1
- SMILES string: O=[N+]([O-])O.C=O

Positions of all 9 atoms, in Å:
1 C -0.07010 0.42059 0.66328
2 N -3.49770 0.05948 0.07351
3 O -2.75776 -0.32314 0.93660
4 O -4.55494 0.55966 0.17569
5 O -0.17582 -0.49752 -0.16734
6 O -2.97191 -0.11732 -1.20478
7 H -0.13063 0.06811 1.72003
8 H -2.35694 -0.91827 -1.17881
9 H -0.01442 1.43744 0.34989

=====

Which structure is the most stable? The one labeled (x).